# 1
Molecular formula: C7H19BeN2O
Method: DFT, ωB97M-V/def2-TZVPD

Last column: natural (NBO) charge in e.
Cartesian coordinates (Å):
C: -1.55 1.40 -2.20  -0.85
Be: 0.71 0.00 -2.74  1.01
N: 1.09 -1.51 -3.37  -1.55
H: 0.89 0.94 -3.70  -0.68
H: 2.12 -1.41 -3.43  0.38
H: -1.34 0.35 -2.46  0.17
H: -1.95 1.85 -3.11  0.21
H: -0.58 1.91 -2.02  0.24
H: -2.27 1.53 -1.37  0.21
H: 0.85 -2.29 -2.74  0.36
H: 0.69 -1.66 -4.32  0.36
O: 0.99 -0.13 -1.25  -1.02
C: 0.64 -0.30 -0.01  0.41
C: 1.60 -0.08 1.10  -0.49
C: 1.13 0.99 2.10  -0.40
C: 0.10 0.47 3.11  -0.40
C: -1.26 0.09 2.51  -0.41
C: -1.17 -1.10 1.54  -0.22
N: -0.60 -0.73 0.24  -0.66
H: 1.75 -1.05 1.62  0.17
H: 2.53 0.22 0.62  0.23
H: 2.01 1.36 2.66  0.19
H: 0.73 1.86 1.56  0.20
H: 0.54 -0.42 3.61  0.19
H: -0.06 1.24 3.88  0.19
H: -1.93 -0.18 3.34  0.19
H: -1.72 0.96 2.00  0.20
H: -0.60 -1.91 2.03  0.17
H: -2.17 -1.50 1.39  0.20
H: -1.18 -0.90 -0.58  0.39

Summary:
- Orbital gap (alpha / beta): 0.106 / 0.134 Eh
- Relative energy (zero: lowest compared OMol25 entry of this formula, charge and spin): 0.0 kcal per mole
- Total energy: -12995.4687 eV
- E_HOMO (alpha / beta): 0.27 / -0.55 eV
- Total charge: -1



# 2
Molecular formula: C3H6N2S
Method: DFT, ωB97M-V/def2-TZVPD

Last column: natural (NBO) charge in e.
Cartesian coordinates (Å):
C: 0.47 -0.52 -0.20  -0.25
C: -0.86 -1.21 0.19  -0.55
C: -0.80 1.26 0.23  -0.30
N: 1.58 1.45 -0.06  -0.59
N: 0.43 0.89 0.06  -0.05
S: -2.00 0.17 -0.09  0.31
H: 1.33 -0.93 0.27  0.21
H: 0.51 -0.53 -1.29  0.21
H: -1.16 -2.09 -0.39  0.24
H: -0.71 -1.51 1.27  0.22
H: -1.04 2.34 0.10  0.24
H: 2.26 0.68 -0.09  0.30

Summary:
- Orbital gap: 0.288 Eh
- Relative energy (zero: lowest compared OMol25 entry of this formula, charge and spin): 78.9 kcal per mole
- Total energy: -17020.6180 eV
- E_HOMO: -7.19 eV
- Total charge: 0



# 3
Molecular formula: C14H43O11
Method: DFT, ωB97M-V/def2-TZVPD

Last column: natural (NBO) charge in e.
Cartesian coordinates (Å):
O: -47.89 3.52 44.01  -0.82
H: -48.53 3.93 44.58  0.56
H: -47.79 2.79 44.34  0.54
H: -48.03 3.47 43.05  0.56
C: -46.55 3.33 40.61  -0.10
C: -45.46 4.06 41.31  -0.11
O: -44.16 3.71 40.88  -0.68
O: -47.81 3.48 41.23  -0.64
H: -46.42 2.19 40.60  0.19
H: -46.56 3.60 39.66  0.17
H: -45.41 3.93 42.31  0.18
H: -45.67 5.21 41.20  0.17
H: -44.27 3.78 39.98  0.45
H: -48.49 3.55 40.62  0.48
C: -51.39 2.92 43.30  -0.15
C: -51.82 2.03 44.47  -0.03
O: -52.27 0.84 43.89  -0.73
O: -50.82 4.11 43.84  -0.85
H: -52.23 3.37 42.75  0.27
H: -50.66 2.55 42.76  0.16
H: -52.53 2.52 45.13  0.13
H: -51.10 1.82 45.12  0.11
H: -52.38 -0.01 44.56  0.48
H: -51.50 4.83 44.04  0.30
C: -48.72 5.34 40.92  -0.06
C: -48.55 6.34 39.78  -0.06
O: -49.75 6.68 39.09  -0.71
O: -47.45 4.95 41.44  -0.72
H: -49.18 4.48 40.42  0.13
H: -49.45 5.67 41.60  0.20
H: -47.91 5.84 38.87  0.15
H: -48.13 7.13 40.20  0.17
H: -49.37 7.30 38.47  0.48
H: -47.06 5.75 42.12  0.33
C: -47.54 0.81 45.74  -0.13
C: -46.08 0.71 45.15  -0.12
O: -45.59 1.92 44.57  -0.73
O: -48.34 1.03 44.54  -0.76
H: -47.70 1.78 46.27  0.22
H: -47.77 -0.11 46.18  0.20
H: -46.39 0.01 44.36  0.18
H: -45.45 0.32 45.92  0.19
H: -44.94 1.49 44.06  0.49
H: -48.26 0.24 43.97  0.46
C: -46.87 3.32 46.19  -0.69
C: -48.40 3.42 46.27  -0.02
C: -48.69 4.87 46.02  -0.65
O: -48.97 2.60 45.32  -0.71
H: -46.42 3.50 45.30  0.26
H: -46.66 2.31 46.32  0.22
H: -46.39 4.05 46.73  0.24
H: -48.80 3.17 47.28  0.23
H: -49.85 5.10 46.15  0.22
H: -48.57 5.18 44.82  0.23
H: -48.30 5.41 46.91  0.27
H: -49.62 2.09 45.72  0.50
C: -52.03 5.71 44.20  -0.65
C: -53.08 4.83 43.47  0.07
C: -54.40 5.42 43.01  -0.65
O: -52.41 4.47 42.28  -0.72
H: -52.33 5.97 45.16  0.23
H: -52.06 6.55 43.43  0.21
H: -51.09 5.18 44.28  0.42
H: -53.13 3.96 44.19  0.23
H: -55.03 4.65 42.53  0.25
H: -54.38 6.33 42.41  0.23
H: -54.87 6.07 43.88  0.23
H: -52.19 5.16 41.72  0.50

Summary:
- Orbital gap: 0.300 Eh
- Relative energy (zero: lowest compared OMol25 entry of this formula, charge and spin): 608.9 kcal per mole
- Total energy: -37694.6019 eV
- E_HOMO: -10.17 eV
- Total charge: +1